39
Properties=species:S:1:pos:R:3:mulliken_spin:R:1 method="wB97M-V/def2-TZVPD" e_above_lowest_kcal_mol=23.2 charge=+1 multiplicity=6 homo_energy_ev="-11.373 / -11.518"
Mn -0.159 0.060 -0.058 4.018
O -0.169 -0.159 -1.843 0.021
C -0.969 -0.723 -2.681 -0.001
C -0.784 -0.567 -4.075 0.029
C -1.747 -0.988 -4.961 -0.008
C -2.905 -1.622 -4.507 0.026
C -3.046 -1.911 -3.168 -0.007
C -2.088 -1.508 -2.226 0.016
C -2.232 -1.893 -0.854 0.022
N -1.468 -1.477 0.104 -0.002
C -1.662 -1.916 1.480 0.017
C -0.504 -1.317 2.303 -0.002
N -0.314 0.045 1.825 -0.140
C -0.388 1.048 2.648 0.018
C -0.429 2.412 2.256 0.044
C -0.480 3.411 3.246 -0.009
C -0.717 4.723 2.922 0.016
C -0.919 5.088 1.584 0.007
C -0.810 4.156 0.584 0.011
C -0.540 2.796 0.870 0.014
O -0.441 1.949 -0.091 0.072
H 0.110 -0.070 -4.419 0.000
H -1.616 -0.823 -6.020 0.000
H -3.680 -1.894 -5.206 0.001
H -3.920 -2.442 -2.826 0.000
H -3.029 -2.610 -0.637 -0.002
H -2.622 -1.534 1.855 -0.002
H -1.660 -3.007 1.563 0.002
H -0.727 -1.337 3.374 0.003
H 0.416 -1.890 2.110 -0.009
H -0.481 0.850 3.716 -0.004
H -0.333 3.125 4.278 0.000
H -0.762 5.477 3.689 0.001
H -1.159 6.111 1.341 0.000
H -0.928 4.425 -0.454 -0.001
Cl 3.386 -1.934 0.646 0.147
Ge 2.587 -0.079 -0.228 0.421
Cl 3.042 1.448 1.285 0.167
Cl 3.810 0.405 -1.938 0.111

16
Properties=species:S:1:pos:R:3:mulliken_charge:R:1 method="wB97M-V/def2-TZVPD" e_above_lowest_kcal_mol=46.1 smiles="O=C(O)/C=C/C=C/C(=O)O" homo_energy_ev=-10.209
O 3.636 -0.906 -0.290 -0.512
C 3.027 0.073 0.007 0.436
O 3.643 1.325 0.210 -0.447
C 1.518 0.266 0.076 -0.365
C 0.728 -0.828 -0.003 -0.154
C -0.810 -0.775 -0.013 0.074
C -1.447 0.345 -0.143 -0.376
C -2.899 0.395 -0.131 0.267
O -3.603 1.358 -0.188 -0.520
O -3.460 -0.857 0.270 -0.475
H 4.580 1.276 0.122 0.326
H 1.035 1.280 0.355 0.281
H 1.153 -1.702 -0.377 0.431
H -1.366 -1.822 0.382 0.243
H -1.316 1.314 -0.407 0.465
H -4.421 -0.743 0.129 0.325

18
Properties=species:S:1:pos:R:3:mulliken_charge:R:1 method="wB97M-V/def2-TZVPD" e_above_lowest_kcal_mol=138.0 homo_energy_ev=-8.945
C 0.342 -0.569 1.739 -1.440
C 0.709 -0.449 0.342 0.833
C 0.853 0.885 -0.503 -0.488
C -0.228 -0.122 -0.772 0.944
C -1.723 0.170 -0.563 -1.347
H -0.114 -1.474 1.958 0.366
H 1.095 -0.345 2.395 0.407
H -0.456 0.257 1.829 0.269
H 1.339 -2.267 -0.471 0.376
H 1.846 0.854 -1.170 0.159
H -0.870 2.738 -0.268 0.154
H -1.844 0.845 0.350 0.325
H -2.204 -0.730 0.187 0.253
H -2.419 0.524 -1.478 0.265
H 1.226 -0.693 -1.998 0.465
O 1.843 -1.270 -0.096 -0.606
O -0.017 -0.881 -1.863 -0.710
S 0.622 2.526 0.381 -0.227

15
Properties=species:S:1:pos:R:3:mulliken_charge:R:1 method="wB97M-V/def2-TZVPD" e_above_lowest_kcal_mol=22.0 smiles=CCOP(N)N homo_energy_ev=-8.547
C 0.583 -0.324 1.811 -1.027
C -0.320 0.746 1.247 -0.150
O -0.606 0.613 -0.144 -0.339
P -0.230 -0.725 -1.189 0.169
N 1.104 -0.004 -2.018 -0.532
N -1.484 -0.382 -2.271 -0.479
H 0.346 -0.287 2.908 0.318
H 0.524 -1.228 1.226 0.329
H 1.694 -0.039 1.648 0.233
H 0.292 1.598 1.356 0.223
H -1.301 0.693 1.749 0.263
H 2.012 -0.239 -1.754 0.227
H 1.087 1.015 -2.375 0.243
H -1.013 -0.428 -3.244 0.293
H -2.233 -0.974 -2.187 0.229